Entry 1:
{
  "formula": "C34H36BCrN10O6S2",
  "method": "ωB97M-V/def2-TZVPD",
  "s2": 0.758,
  "e_above_lowest_kj_mol": 0.0,
  "multiplicity": 2,
  "charge": 0,
  "e_lumo_ev": [-0.05, 0.43],
  "homo_ha": [-0.303, -0.291],
  "symbols": ["Cr", "C", "C", "N", "N", "C", "B", "N", "C", "C", "C", "N", "N", "C", "C", "C", "N", "H", "H", "H", "H", "H", "H", "H", "H", "H", "H", "C", "C", "C", "C", "C", "C", "C", "S", "O", "O", "N", "C", "C", "O", "O", "H", "H", "H", "H", "H", "H", "H", "H", "H", "C", "N", "C", "C", "O", "N", "C", "N", "H", "H", "H", "H", "H", "H", "H", "O", "S", "C", "C", "C", "C", "C", "C", "C", "C", "C", "C", "C", "C", "H", "H", "H", "H", "H", "H", "H", "H", "H", "H"],
  "xyz": [[0.25, 0.22, -0.57], [-4.10, 0.63, -0.96], [-2.94, 0.74, -0.19], [-1.87, 0.44, -0.91], [-2.31, 0.11, -2.15], [-3.64, 0.22, -2.20], [-1.34, -0.43, -3.22], [-0.68, -1.70, -2.62], [-0.73, -2.98, -2.99], [-0.12, -3.75, -2.01], [0.29, -2.82, -1.05], [-0.05, -1.60, -1.44], [-0.27, 0.63, -3.47], [0.13, 1.25, -4.59], [1.06, 2.22, -4.25], [1.16, 2.12, -2.87], [0.35, 1.17, -2.41], [-5.12, 0.81, -0.66], [-2.84, 0.97, 0.86], [-4.17, -0.01, -3.11], [-1.93, -0.71, -4.23], [-1.20, -3.26, -3.92], [0.02, -4.82, -2.00], [0.79, -2.96, -0.11], [-0.27, 0.95, -5.55], [1.58, 2.88, -4.91], [1.79, 2.66, -2.18], [6.39, -5.15, 0.31], [5.63, -3.94, -0.15], [4.47, -4.07, -0.91], [3.75, -2.95, -1.31], [4.19, -1.69, -0.94], [5.35, -1.54, -0.20], [6.06, -2.66, 0.19], [3.27, -0.28, -1.48], [4.18, 0.84, -1.45], [2.62, -0.64, -2.71], [2.12, -0.05, -0.36], [2.51, 0.00, 1.03], [1.30, -0.42, 1.88], [1.42, -0.60, 3.07], [0.19, -0.51, 1.21], [6.17, -6.02, -0.32], [6.13, -5.41, 1.33], [7.47, -4.98, 0.28], [4.13, -5.06, -1.20], [2.86, -3.05, -1.92], [5.70, -0.55, 0.04], [6.97, -2.55, 0.77], [2.82, 1.01, 1.34], [3.33, -0.68, 1.27], [-5.53, -4.20, 1.18], [-4.41, -3.35, 1.46], [-4.38, -2.36, 2.52], [-3.18, -1.50, 2.10], [-2.84, -0.50, 2.70], [-2.63, -2.02, 0.94], [-3.41, -3.01, 0.60], [-3.25, -3.68, -0.57], [-5.99, -4.51, 2.11], [-5.22, -5.10, 0.66], [-6.30, -3.69, 0.57], [-4.23, -2.80, 3.50], [-5.28, -1.74, 2.54], [-2.37, -3.51, -1.04], [-3.68, -4.57, -0.71], [0.55, 2.12, 0.31], [-0.70, 2.93, 0.68], [-0.27, 4.61, 0.34], [0.93, 5.15, 0.80], [1.23, 6.46, 0.51], [0.34, 7.23, -0.23], [-0.85, 6.69, -0.69], [-1.16, 5.36, -0.41], [-0.80, 2.96, 2.46], [-1.91, 3.58, 3.02], [-2.07, 3.55, 4.39], [-1.13, 2.89, 5.18], [-0.03, 2.28, 4.60], [0.14, 2.31, 3.23], [1.60, 4.53, 1.38], [2.16, 6.89, 0.86], [0.58, 8.26, -0.46], [-1.53, 7.29, -1.28], [-2.07, 4.92, -0.78], [-2.65, 4.06, 2.39], [-2.93, 4.02, 4.84], [-1.27, 2.85, 6.25], [0.69, 1.74, 5.21], [0.99, 1.82, 2.77]]
}

---

Entry 2:
{
  "formula": "C34H36BaN6S2",
  "method": "ωB97M-V/def2-TZVPD",
  "e_above_lowest_kj_mol": 181.9,
  "charge": 0,
  "e_lumo_ev": -0.13,
  "homo_ha": -0.231,
  "symbols": ["Ba", "C", "N", "C", "C", "N", "C", "C", "C", "C", "C", "C", "C", "S", "C", "C", "C", "C", "C", "C", "S", "H", "H", "H", "H", "H", "H", "H", "H", "H", "H", "H", "H", "H", "H", "H", "H", "H", "H", "C", "N", "C", "C", "C", "C", "C", "C", "N", "C", "C", "C", "C", "C", "C", "N", "C", "C", "C", "C", "C", "N", "H", "H", "H", "H", "H", "H", "H", "H", "H", "H", "H", "H", "H", "H", "H", "H", "H", "H"],
  "xyz": [[-0.58, 0.34, -0.76], [0.19, -0.75, 2.57], [0.29, 0.61, 2.09], [1.73, 0.88, 1.77], [1.94, 2.21, 1.16], [1.83, 2.19, -0.27], [3.06, 1.93, -0.95], [1.20, 3.32, -0.90], [0.96, 4.62, -0.30], [0.41, 5.65, -1.05], [0.08, 5.55, -2.40], [0.29, 4.30, -2.99], [0.82, 3.25, -2.27], [0.73, 1.74, -3.16], [-0.18, 1.62, 3.04], [0.43, 1.70, 4.28], [0.19, 2.80, 5.09], [-0.68, 3.83, 4.70], [-1.32, 3.71, 3.47], [-1.01, 2.68, 2.58], [-1.85, 2.60, 1.03], [0.97, -0.92, 3.26], [0.38, -1.43, 1.71], [-0.78, -0.89, 3.05], [2.04, 0.14, 1.08], [2.32, 0.75, 2.63], [2.85, 2.61, 1.46], [1.18, 2.86, 1.52], [3.79, 2.74, -0.77], [2.98, 1.86, -2.06], [3.37, 0.97, -0.58], [1.17, 4.94, 0.73], [0.23, 6.55, -0.52], [-0.22, 6.37, -3.02], [0.00, 4.12, -4.01], [1.12, 0.93, 4.68], [0.67, 2.89, 6.06], [-0.80, 4.74, 5.23], [-2.06, 4.47, 3.19], [-0.62, -3.20, 0.30], [-1.33, -2.92, -0.93], [-2.80, -3.01, -0.77], [-3.45, -2.21, 0.33], [-4.43, -2.68, 1.12], [-4.97, -1.90, 2.18], [-4.45, -0.62, 2.40], [-3.49, -0.22, 1.46], [-2.98, -0.95, 0.43], [-0.83, -3.71, -2.07], [-0.27, -2.76, -3.15], [0.90, -3.12, -3.81], [1.39, -2.32, -4.80], [0.65, -1.15, -5.10], [-0.49, -0.89, -4.40], [-0.97, -1.69, -3.45], [0.85, -3.07, 0.08], [1.74, -4.07, 0.33], [3.09, -3.95, -0.17], [3.48, -2.74, -0.74], [2.48, -1.77, -0.91], [1.23, -1.92, -0.56], [-0.88, -4.20, 0.64], [-0.94, -2.45, 1.09], [-3.14, -4.06, -0.71], [-3.23, -2.66, -1.69], [-4.77, -3.66, 0.97], [-5.62, -2.34, 2.85], [-4.79, 0.01, 3.22], [-3.09, 0.80, 1.44], [-1.71, -4.12, -2.58], [-0.19, -4.53, -1.78], [1.24, -4.11, -3.72], [2.21, -2.53, -5.44], [0.98, -0.51, -5.90], [-1.04, -0.02, -4.68], [1.45, -4.99, 0.79], [3.78, -4.79, -0.03], [4.47, -2.58, -1.12], [2.79, -0.86, -1.46]]
}